Below is a molecular structure, C58H35MoN9SSb in a non-equilibrium geometry, with properties calculated with the ωB97M-V functional and the def2-TZVPD basis.

```
105
Properties=species:S:1:pos:R:3:forces:R:3:lowdin_charge:R:1
Mo -1.32354 0.80344 -1.85432 0.2452 0.3539 -0.0336 1.487
C 0.60064 2.27892 -8.11459 0.5498 0.2079 -0.2775 -0.091
C 1.59857 2.97250 -7.42995 1.9411 0.8841 0.5048 -0.082
C 1.74626 3.04441 -6.04261 -2.6841 0.1155 -0.1946 0.002
C 0.64292 2.50693 -5.35938 1.5163 -0.2195 2.4308 -0.092
C 0.31576 2.49615 -3.83057 4.0823 1.4711 -0.9071 -0.262
N -0.78810 1.81837 -3.69461 -2.5824 -2.0251 0.9298 -0.053
C -1.26072 1.29456 -4.93423 -0.5192 0.9532 0.5385 -0.248
N -2.45999 0.82919 -5.16584 0.7147 -0.1695 0.2984 0.194
C -3.36144 0.51732 -4.19451 0.7737 0.5618 0.4272 -0.249
C -4.74081 0.24888 -4.38669 -1.0713 -0.7621 -2.1392 -0.074
C -5.56517 0.15398 -5.62416 1.9159 -0.0036 2.9202 0.014
C -6.80082 -0.36250 -5.46468 0.7099 0.2310 -0.5140 -0.105
C -7.29975 -0.82245 -4.22989 -0.8818 0.1046 -1.4411 -0.096
C -6.62522 -0.70170 -3.08281 1.8253 0.9965 -0.1250 0.006
C -5.26398 -0.16771 -3.14093 -2.7790 -0.6191 -2.7419 -0.117
C -4.23990 -0.09364 -2.26584 1.5567 1.6389 4.0786 -0.254
N -4.52772 -0.11853 -0.88795 -1.0724 -1.8934 -2.8589 0.206
C -3.79431 0.21964 0.03388 3.5414 2.3156 3.0542 -0.225
N -2.47781 0.96598 -0.14041 -0.4941 -0.7034 1.0144 -0.037
C -2.03934 1.40080 1.11093 -0.8499 1.0997 -1.1083 -0.264
N -1.00288 2.21369 1.36479 -1.6220 -1.9700 -0.3180 0.184
C -0.16672 2.52499 0.39510 4.8053 2.0003 -0.6575 -0.246
N -0.04206 2.23797 -0.92923 -1.7385 -0.6397 -0.6295 -0.017
C 1.02288 2.88556 -1.59026 -0.2743 -0.2201 1.8061 -0.253
N 1.19827 2.99239 -2.90026 -1.5835 -0.9232 -1.8131 0.177
C 1.90276 3.40966 -0.51702 -2.7970 -1.2854 -0.6084 -0.124
C 3.18960 3.79028 -0.54648 1.9321 1.0317 1.3298 -0.020
C 3.74628 4.05961 0.73180 -0.4781 0.5652 -0.0548 -0.076
C 3.00435 4.13049 1.89721 -2.0284 -1.2118 -0.6769 -0.049
C 1.65445 3.64548 1.88621 2.9922 1.6013 0.5349 -0.032
C 1.17715 3.26124 0.71597 -2.7267 -1.5402 -3.0801 -0.096
C -3.07667 1.05345 2.11649 0.9351 0.1846 0.1178 -0.127
C -3.11329 1.47683 3.46375 2.1647 0.8972 -0.0384 -0.037
C -4.10529 1.04843 4.28914 -0.5315 -0.2858 -0.4727 -0.055
C -5.14604 0.25202 3.67627 1.5913 1.3237 3.3892 -0.081
C -5.13170 -0.10360 2.39462 -0.4140 -1.6936 -3.3713 -0.036
C -4.04590 0.25013 1.54519 -0.4593 0.9784 -0.1922 -0.063
N -3.05546 0.38180 -2.83351 -1.8441 -1.0972 -0.7610 -0.028
C -0.26751 1.68659 -5.96367 -1.1876 -0.5087 -1.5829 -0.103
C -0.28810 1.53382 -7.39064 -1.3371 0.4483 1.0035 -0.003
H 0.50737 2.37439 -9.21020 0.2227 -0.2408 0.7365 0.117
H 2.37568 3.53280 -7.93689 -0.2211 -0.0938 -0.6179 0.101
H 2.38696 3.71746 -5.49317 0.5134 -0.1738 -0.3218 0.112
H -5.12138 0.39362 -6.56115 0.0700 0.3564 -0.5633 0.098
H -7.40846 -0.41560 -6.32964 -0.6808 -0.2851 -0.6841 0.091
H -8.28675 -1.25617 -4.35273 -0.0670 0.0267 0.8310 0.109
H -7.15345 -0.91969 -2.20829 -0.0863 -0.5374 1.5604 0.092
H 3.79815 3.97845 -1.43368 -0.3799 -0.4560 0.1559 0.123
H 4.76709 4.29758 0.84250 1.1414 0.3962 -0.2859 0.086
H 3.33756 4.50876 2.83455 0.8411 0.0955 0.3851 0.093
H 1.09420 3.66132 2.75919 -1.0421 -0.2082 1.4669 0.092
H -2.27412 2.13251 3.87556 -1.1807 -1.0187 -0.8183 0.138
H -4.00097 1.34691 5.35644 -0.7783 -0.5360 -0.8925 0.119
H -5.86015 -0.11240 4.37035 -0.9670 -0.3410 0.1356 0.095
H -5.93982 -0.76237 2.00360 0.6547 0.6618 0.2525 0.132
H -1.11340 1.08041 -7.95130 0.2966 -0.2761 0.7063 0.118
S -0.00747 -1.18893 -2.77286 -1.5071 1.1631 1.8078 0.592
C -0.97979 -0.97212 -1.27142 2.1290 0.1243 -2.9652 -0.733
C 1.20092 0.75261 5.77103 -0.5001 -0.2066 0.1070 -0.116
C 2.13305 1.36537 4.98578 1.5355 -0.5664 -1.9990 -0.081
C 2.65415 0.68095 3.85327 -1.7492 -1.0786 1.0464 -0.111
C 2.19794 -0.62274 3.53140 0.6478 1.2443 -0.6440 -0.366
C 1.19407 -1.18198 4.31449 0.5445 -0.1644 0.5194 -0.138
C 0.71568 -0.48331 5.43644 -0.4838 -1.6595 -1.0565 -0.094
Sb 2.89321 -1.49735 1.60598 -0.2291 -0.0384 0.9625 1.496
C 4.75047 -0.40384 1.28320 0.3559 1.0071 -0.2346 -0.377
C 5.85364 -0.36033 2.14338 -0.9711 1.1107 -1.0173 -0.129
C 6.91067 0.50496 1.89340 -0.6873 -0.2953 -0.9203 -0.078
C 6.91551 1.28633 0.74163 -0.0207 -0.6352 0.9761 -0.076
C 5.87455 1.19600 -0.16220 0.2597 0.9196 -0.9820 -0.126
C 4.78710 0.44403 0.10037 -2.0198 -4.2275 1.5631 -0.152
C 3.34639 -3.40021 2.57211 0.4229 0.2477 0.3824 -0.395
C 2.87778 -4.50482 1.89469 0.8167 0.0389 1.2785 -0.173
C 3.00015 -5.79061 2.43629 -0.4313 -1.6291 0.2113 -0.100
C 3.71929 -6.05015 3.60859 0.8585 2.7514 0.3689 -0.063
C 4.13509 -4.85487 4.34695 0.8296 -3.0503 0.0875 -0.090
C 3.92518 -3.60892 3.83712 -0.7943 0.6166 -0.0489 -0.157
H 0.78709 1.18599 6.64190 -0.1843 0.7814 0.7383 0.092
H 2.52697 2.34642 5.15865 -0.0298 0.4174 0.4014 0.094
H 3.34549 1.11335 3.18253 0.7954 0.7790 -0.3329 0.059
H 0.91568 -2.22378 4.14721 -0.3464 0.2927 -0.0638 0.097
H -0.10020 -0.95688 5.98381 0.3294 0.2191 0.2006 0.105
H 5.87324 -0.83531 3.07911 -0.1614 -1.0872 0.9715 0.081
H 7.70063 0.43860 2.59999 0.8163 0.5429 0.3057 0.094
H 7.72786 1.94079 0.57824 0.7895 0.5752 -0.3629 0.090
H 5.88502 1.69537 -1.12179 0.3061 0.3370 0.0607 0.107
H 3.98187 0.10522 -0.59981 0.7506 1.3805 0.1451 0.087
H 2.51463 -4.26067 0.94465 -1.0517 -0.5877 -1.3972 0.046
H 2.44184 -6.64469 1.99883 0.7783 0.6264 -0.2077 0.108
H 4.11918 -7.02911 3.91937 -0.9397 0.4476 -0.1153 0.103
H 4.71852 -4.99914 5.30868 -0.9526 0.2998 -1.1980 0.117
H 4.07018 -2.78860 4.50508 0.5071 0.6934 0.1191 0.088
N -3.70136 -4.97283 3.22428 -0.2250 -0.3359 -0.1437 0.165
C -3.19854 -4.64972 2.24184 -0.4372 -0.8005 0.6823 -0.202
C -2.45594 -3.99630 1.23810 0.8221 2.6640 1.2884 -0.235
C -2.54735 -4.10927 -0.12492 0.5977 -1.7697 0.4014 -0.027
C -1.81436 -3.23041 -0.91037 -1.0802 -1.4263 -3.0753 -0.041
C -1.34329 -2.02939 -0.42219 0.2576 -0.9128 2.4909 -0.345
C -1.24440 -1.87725 0.99440 -0.9895 -1.2742 -0.5409 -0.013
C -1.74743 -2.89466 1.82489 -0.1737 1.2104 -1.2137 0.010
H -3.03543 -5.05195 -0.44162 0.3157 0.9846 -0.5531 0.135
H -1.75231 -3.52069 -2.03341 -0.1052 1.0646 1.9785 0.145
H -0.85602 -0.94698 1.36697 0.2038 0.0721 0.3740 0.095
H -1.80726 -2.69156 2.89443 0.2278 -0.4288 -0.2234 0.120
```
Positions in Å, forces in eV/Å.

Expectation value of S² ... 3.82
HOMO energy (alpha / beta) ... -5.940 / -6.684 eV
Gap between HOMO and LUMO (alpha / beta) ... 4.47 / 3.86 eV
Multiplicity ... 4
Net charge ... 0